[1]
ORCA calculation (the ωB97M-V functional and the def2-TZVPD basis) on a molecular structure, C2ErF3NO5S2.

ORCA input file:
```
! RIJCOSX wB97M-V def2-TZVPD def2/J DEFGRID3
* xyz 2 5
N -2.0996 -0.3968 0.4621
S -1.2226 -1.6695 0.3425
O -1.4763 -2.5784 1.4584
S -1.7704 0.7735 -0.7664
O -1.5687 2.0594 -0.0472
C -3.5716 0.8376 -1.3141
F -3.9492 -0.3423 -1.7727
F -4.3607 1.2118 -0.3286
F -3.6388 1.7311 -2.2893
O 2.5628 1.2073 2.5952
C 3.0892 0.4857 1.6685
O 2.3473 0.0434 0.7480
O 4.3339 0.2933 1.6562
Er 4.2804 -0.9039 -0.3258
*
```

## Properties
* E_LUMO (alpha / beta): -9.021 / -12.007 eV
* E_HOMO (alpha / beta): -18.07 / -14.63 eV
* gap between HOMO and LUMO (alpha / beta): 0.333 / 0.096 Ha

[2]
ORCA calculation (the ωB97M-V functional and the def2-TZVPD basis) on a molecular structure, C2F24NO8P4S2V3.

ORCA input file:
```
! RIJCOSX wB97M-V def2-TZVPD def2/J DEFGRID3
* xyz -1 10
V -2.2617 -1.8742 1.9006
V 1.2499 -1.2435 2.5294
V -0.5606 1.2609 0.7856
P -0.9340 0.0402 2.9113
O -0.7552 -1.4234 3.2843
O -0.5328 -0.6829 1.6335
O 0.4160 0.6844 2.5234
O -2.0044 0.2336 1.8743
P 2.5592 -4.2632 2.5087
F 1.6894 -5.6010 2.0621
F 1.2051 -3.4863 2.8140
F 2.7072 -4.5386 4.1225
F 3.4328 -2.8711 2.6441
F 3.8284 -5.1197 2.2167
F 2.3530 -4.0852 0.9310
P 2.4506 -0.8498 -0.3362
F 2.8201 -0.6625 1.2393
F 1.3524 0.4096 -0.0759
F 3.5441 0.1856 -0.8607
F 1.8724 -1.1623 -1.8702
F 3.4738 -2.0933 -0.4398
F 1.3534 -1.8758 0.3242
P -2.5109 -1.4144 -1.6624
F -3.9753 -0.8396 -1.9312
F -2.0004 -0.8444 -3.1252
F -1.9943 -0.0529 -0.9613
F -1.0382 -1.8904 -1.5045
F -3.0740 -1.9387 -0.1919
F -3.0633 -2.7289 -2.5146
C 1.3451 3.1307 -2.6044
F 2.3821 2.4500 -1.9792
F 1.1002 4.3285 -2.0698
F 1.6518 3.3261 -3.8885
S -0.2900 2.1263 -2.5524
O -1.1416 2.5878 -3.6730
O 0.0680 0.7003 -2.6016
N -0.8070 2.4706 -0.9011
S -1.9706 3.4078 -1.1474
O -1.7180 4.6503 -1.9031
O -3.2583 2.7029 -1.3709
C -2.1682 4.0937 0.6811
F -1.1724 4.9475 0.9091
F -3.3204 4.7465 0.7618
F -2.3035 3.0589 1.5084
*
```

## Properties
* E_LUMO (alpha / beta): -0.482 / -0.416 eV
* E_HOMO (alpha / beta): -7.09 / -8.66 eV
* gap between HOMO and LUMO (alpha / beta): 0.243 / 0.303 Ha

[3]
ORCA calculation (the ωB97M-V functional and the def2-TZVPD basis) on 2 unconnected molecules or ions with the total composition C2F3IS.

ORCA input file:
```
! RIJCOSX wB97M-V def2-TZVPD def2/J DEFGRID3
* xyz 0 1
C 2.1302 -0.3811 0.3171
C -1.6999 0.0740 0.1677
F 2.7361 -1.0037 -0.6825
F 2.6196 0.7975 0.1478
F -1.6558 -0.2150 1.4206
S -0.4051 0.4136 -0.7090
I -3.7251 0.3148 -0.6617
*
```

## Properties
* E_LUMO: -0.777 eV
* energy above the lowest of the compared OMol25 structures with the same formula, charge and spin: 202.7 kJ/mol
* E_HOMO: -9.40 eV
* gap between HOMO and LUMO: 0.317 Ha

no.,electronic energy (eV)
1,-71221.30978
2,-221063.46159
3,-29158.75398